{"formula": "C14H9BrF6N2O4PdS2", "method": "the ωB97M-V functional and the def2-TZVPD basis", "elements": ["Pd", "Br", "C", "C", "C", "C", "C", "C", "C", "C", "C", "C", "H", "H", "H", "H", "H", "H", "F", "C", "F", "F", "S", "O", "O", "N", "S", "O", "O", "C", "F", "F", "F", "C", "C", "N", "H", "H", "H"], "xyz": [[1.016, -0.036, -0.261], [0.631, 2.269, 1.109], [-1.273, 2.157, 1.100], [-1.991, 3.128, 1.791], [-3.374, 3.091, 1.769], [-4.035, 2.085, 1.063], [-3.320, 1.086, 0.387], [-3.986, 0.045, -0.291], [-3.268, -0.977, -0.910], [-1.883, -0.958, -0.898], [-1.196, 0.089, -0.280], [-1.892, 1.107, 0.395], [-1.471, 3.906, 2.334], [-3.938, 3.844, 2.302], [-5.118, 2.068, 1.037], [-5.069, 0.042, -0.313], [-3.791, -1.789, -1.398], [-1.340, -1.772, -1.359], [1.654, -0.985, -4.548], [0.993, -1.356, -3.491], [0.150, -2.318, -3.768], [0.283, -0.294, -3.007], [2.136, -1.875, -2.094], [1.215, -2.246, -1.022], [3.127, -2.771, -2.527], [2.630, -0.383, -1.710], [3.860, -0.119, -0.671], [4.993, -0.926, -0.875], [3.216, -0.070, 0.636], [4.125, 1.689, -1.145], [4.603, 1.768, -2.356], [2.887, 2.249, -1.109], [4.888, 2.314, -0.297], [0.791, -2.628, 3.790], [0.695, -1.790, 2.628], [0.607, -1.115, 1.707], [0.743, -3.679, 3.505], [-0.033, -2.407, 4.469], [1.734, -2.445, 4.306]], "atomic_forces_ev_per_a": [[-0.844, -0.299, 1.123], [-0.431, 0.015, -0.044], [0.336, -0.225, -0.191], [0.028, 0.125, 0.073], [0.137, 0.039, 0.025], [-0.114, -0.119, -0.094], [0.027, 0.009, -0.010], [-0.054, 0.176, 0.110], [0.149, -0.104, -0.062], [-0.055, -0.088, -0.068], [0.036, -0.016, 0.022], [0.184, 0.145, 0.039], [-0.011, 0.002, -0.013], [-0.014, 0.006, -0.016], [0.008, -0.006, 0.027], [0.002, -0.021, 0.002], [-0.015, 0.011, 0.002], [0.006, 0.020, -0.039], [0.233, 0.007, -0.038], [-0.190, 0.531, 0.211], [0.048, -0.278, 0.116], [0.195, -0.326, -0.195], [-0.648, -0.783, -0.812], [-0.141, 0.206, 0.061], [0.189, -0.043, -0.115], [-0.059, 0.436, 0.183], [0.567, 0.704, 0.281], [0.240, 0.016, -0.135], [-0.127, 0.060, -0.012], [-0.610, 0.179, -0.237], [0.037, -0.163, -0.169], [0.420, -0.199, -0.026], [0.234, -0.242, 0.370], [0.018, -0.336, 0.509], [-0.049, 0.256, -0.370], [0.265, 0.230, -0.380], [-0.005, 0.039, -0.061], [0.012, 0.003, -0.017], [-0.007, 0.037, -0.051]], "largest_force_ha_per_bohr": 0.0279, "s2": 6.04, "total_energy_ha": -5046.01689, "charge": 2, "multiplicity": 5}

{"formula": "C14H9Cl4F9MnNO3", "method": "the ωB97M-V functional and the def2-TZVPD basis", "elements": ["Mn", "Cl", "C", "C", "Cl", "C", "Cl", "C", "O", "C", "O", "C", "Cl", "C", "C", "C", "C", "N", "H", "H", "H", "H", "H", "H", "H", "H", "H", "F", "C", "F", "F", "C", "O", "C", "F", "F", "F", "C", "F", "F", "F"], "xyz": [[-0.094, -0.084, 0.050], [-4.934, 1.468, -4.247], [-3.808, 0.596, -3.262], [-3.851, -0.790, -3.210], [-5.033, -1.661, -4.128], [-2.939, -1.490, -2.414], [-2.953, -3.217, -2.330], [-1.991, -0.804, -1.668], [-1.089, -1.378, -0.888], [-1.952, 0.608, -1.716], [-1.023, 1.183, -0.970], [-2.854, 1.295, -2.515], [-2.763, 3.021, -2.556], [2.036, 0.766, -2.344], [2.555, 0.040, -1.101], [3.034, -1.366, -1.462], [3.685, 0.842, -0.449], [1.492, -0.069, -0.123], [2.842, 0.895, -3.070], [1.637, 1.744, -2.077], [1.235, 0.192, -2.812], [3.854, -1.319, -2.184], [2.215, -1.940, -1.898], [3.381, -1.889, -0.570], [4.533, 0.924, -1.133], [4.018, 0.351, 0.466], [3.336, 1.843, -0.195], [-1.697, -1.925, 3.596], [-0.448, -1.452, 3.573], [0.050, -1.565, 4.818], [0.267, -2.251, 2.780], [-0.418, 0.015, 3.041], [-0.764, 0.020, 1.741], [-1.476, 0.877, 3.803], [-1.315, 2.172, 3.513], [-1.399, 0.749, 5.140], [-2.712, 0.534, 3.444], [1.003, 0.622, 3.283], [1.159, 1.740, 2.576], [1.214, 0.931, 4.576], [1.967, -0.229, 2.921]], "atomic_forces_ev_per_a": [[0.028, -0.163, -0.505], [0.005, -0.003, 0.006], [-0.016, 0.004, -0.014], [-0.011, -0.003, -0.014], [0.003, 0.002, 0.004], [0.051, 0.029, -0.012], [0.000, -0.011, 0.000], [0.003, 0.002, -0.058], [0.050, 0.014, 0.042], [0.026, 0.007, -0.027], [-0.067, 0.085, -0.003], [0.029, -0.042, -0.008], [0.001, 0.012, 0.001], [0.025, 0.007, -0.035], [-0.048, 0.044, -0.036], [0.006, -0.028, -0.011], [0.007, -0.001, 0.011], [0.177, -0.084, -0.077], [0.001, -0.002, 0.008], [-0.010, -0.005, 0.008], [-0.006, 0.001, 0.008], [-0.003, 0.007, -0.001], [-0.005, 0.004, 0.006], [0.000, 0.006, 0.003], [-0.006, 0.000, -0.006], [-0.004, -0.001, 0.000], [0.001, 0.000, 0.002], [-0.049, 0.006, 0.035], [0.087, 0.013, 0.003], [0.025, -0.003, 0.007], [-0.028, 0.010, -0.005], [0.008, -0.052, -0.114], [-0.275, 0.145, 0.736], [-0.036, -0.076, 0.017], [0.018, 0.045, 0.019], [0.005, -0.036, 0.009], [0.027, 0.023, -0.018], [-0.036, 0.077, -0.003], [0.023, -0.019, -0.008], [-0.013, 0.015, 0.010], [0.009, -0.027, 0.019]], "largest_force_ha_per_bohr": 0.0155, "s2": 1.15, "total_energy_ha": -4710.05726, "charge": -1, "multiplicity": 2}

{"formula": "C14H9F5I2LaO4STl", "method": "the ωB97M-V functional and the def2-TZVPD basis", "elements": ["I", "I", "Tl", "La", "S", "C", "C", "C", "C", "C", "C", "C", "C", "O", "O", "O", "O", "H", "H", "H", "H", "H", "H", "H", "H", "H", "F", "C", "C", "C", "F", "C", "F", "C", "F", "C", "F"], "xyz": [[3.954, -1.415, -0.340], [4.035, 1.425, -0.335], [-0.131, 1.643, 0.469], [0.351, -1.519, 0.491], [0.933, 0.198, -1.620], [-1.469, -2.925, -0.980], [-1.167, -3.046, 2.111], [-0.279, 0.013, -3.019], [0.231, 1.306, -3.695], [-1.785, 0.006, -2.817], [0.238, -1.273, -3.666], [-0.974, 2.822, 2.054], [-1.372, 2.803, -1.022], [-1.330, -3.772, 3.008], [-2.035, -3.662, -1.687], [-1.226, 3.620, 2.836], [-1.975, 3.614, -1.611], [-0.145, 1.295, -4.718], [1.341, 1.275, -3.674], [-0.102, 2.193, -3.126], [-2.192, 0.001, -3.845], [-2.150, 0.900, -2.290], [-2.144, -0.899, -2.300], [-0.141, -1.285, -4.695], [-0.093, -2.164, -3.106], [1.341, -1.258, -3.649], [1.746, -2.331, 2.280], [1.076, -1.179, 2.875], [1.258, 0.045, 2.231], [1.084, 1.267, 2.892], [1.777, 2.403, 2.432], [0.514, 1.228, 4.177], [0.347, 2.421, 4.835], [0.139, -0.023, 4.722], [-0.621, -0.039, 5.860], [0.538, -1.236, 4.157], [0.426, -2.451, 4.766]], "atomic_forces_ev_per_a": [[-0.361, 1.470, -0.022], [0.072, -1.486, 0.104], [2.475, -1.948, -1.660], [1.915, -1.909, -1.680], [-0.790, -0.097, 1.961], [-3.615, -4.585, -4.376], [-1.231, -4.414, 5.404], [0.149, 1.221, -0.163], [-0.088, -0.583, -0.758], [0.240, -0.175, 0.272], [0.505, 0.145, 0.790], [-1.748, 5.047, 4.542], [-4.872, 6.611, -4.637], [0.616, 3.751, -4.787], [2.944, 3.948, 3.881], [0.809, -3.265, -2.978], [3.430, -4.721, 3.265], [0.103, 0.538, -0.109], [-0.665, 0.362, -0.559], [0.118, -0.281, -0.529], [-0.155, 0.056, 0.479], [-0.052, -0.293, -0.322], [0.017, 0.365, -0.278], [0.223, -0.173, 0.017], [0.006, 0.282, -0.462], [-0.219, -0.246, -0.531], [-1.479, 1.369, 0.977], [0.881, 0.930, 1.319], [0.828, 0.573, -0.892], [1.642, -1.046, 1.466], [-2.223, -1.547, 0.145], [0.250, 2.310, 0.707], [0.016, -2.720, -0.993], [-1.914, 0.637, 2.674], [1.897, 0.033, -2.127], [0.228, -2.859, 0.613], [0.046, 2.700, -0.751]], "largest_force_ha_per_bohr": 0.1834, "total_energy_ha": -2534.86309, "charge": 4, "multiplicity": 1}